[1]
This record from the Open Molecules 2025 dataset describes a molecular structure, C22H24ClI2OP2V in a non-equilibrium geometry. The level of theory is the ωB97M-V functional and the def2-TZVPD basis.

CARTESIAN COORDINATES (ANGSTROEM)
C  2.1336  2.8344  3.0726
H  -3.8501  3.3456  1.2447
C  1.3223  -2.7854  3.1435
H  1.9508  3.4974  3.9221
C  2.5938  1.1592  0.9039
H  -1.2305  -2.8816  -4.1924
H  -1.7074  2.6350  0.2344
H  1.6617  -2.8917  4.1724
C  -3.3725  0.4590  2.9682
Cl  -1.9289  -1.4944  -1.1125
C  0.4142  -0.2358  -5.0109
C  0.9187  -1.5264  2.6720
C  -3.3899  2.4033  1.5460
V  0.1813  -0.7226  -1.5498
H  0.8275  -4.5847  0.2754
C  0.9080  0.9913  -1.9015
H  -2.3690  0.9853  -4.4101
C  3.4460  2.5273  2.6970
H  -3.8066  -0.1210  3.7913
C  -3.9969  1.6371  2.5485
H  -2.5012  0.7413  -2.6413
C  -2.1826  0.0285  2.3743
O  1.4931  1.9625  -2.2096
C  -2.1927  1.9935  0.9636
I  5.1355  0.5527  -1.8994
H  -4.9133  1.9786  3.0346
H  -2.7158  -2.0017  -3.6776
H  2.8157  0.5463  0.0363
H  -1.6899  -0.8717  2.7412
P  0.0211  0.2904  0.6173
H  0.9304  0.7164  -4.8304
C  -1.5791  0.7843  1.3577
H  1.1580  -1.0481  -5.0650
H  0.8977  -0.6747  3.3640
H  -2.0311  -1.7302  -5.3285
H  4.2868  2.9040  3.2792
C  0.5487  -1.3621  1.3166
H  0.4575  -2.4421  -0.6390
C  0.6187  -2.4795  0.4719
H  0.0289  2.5516  2.6479
H  -1.1885  1.7615  -3.3029
C  -1.7946  -1.9392  -4.2772
I  2.0880  -1.9481  -2.6698
H  4.6641  1.5040  1.2135
C  1.0530  2.2851  2.3715
C  1.2850  1.3797  1.3207
C  0.8931  -3.7472  0.9710
H  -0.1737  -0.1990  -5.9328
C  -1.8104  0.8794  -3.4779
P  -0.7710  -0.5520  -3.6957
H  1.5272  -4.9011  2.6624
C  1.2713  -3.9084  2.3003
C  3.6639  1.7139  1.5881

As for the charge: +2. The LUMO energy (alpha / beta) is -9.31 / -8.77 eV. Its highest occupied orbital energy (alpha / beta) is -14.8 / -14.7 eV. The expectation value of S² is 2.04. As for the multiplicity: 3. As for the energy above the lowest of the compared OMol25 structures with the same formula, charge and spin: 9.3 kJ/mol.

=====

[2]
This record from the Open Molecules 2025 dataset describes a gas-phase ion, C5H3NO3 (charge -2) in a non-equilibrium geometry. The level of theory is the ωB97M-V functional and the def2-TZVPD basis.

CARTESIAN COORDINATES (ANGSTROEM)
C  0.3151  -0.3132  -1.3825
O  0.4454  -0.7307  -2.5766
C  -1.1550  0.8936  0.4718
H  1.4684  -0.9071  1.8016
C  0.7643  -0.5252  1.0282
C  1.0810  -0.9078  -0.2288
O  -1.4901  0.9533  -2.0361
H  -0.4249  0.6198  2.4704
N  -0.7565  0.4413  -1.0169
O  -2.1246  1.6694  0.5990
C  -0.3036  0.2914  1.3626
H  2.1805  -1.4847  -0.4927

As for the charge: -2. The LUMO energy (alpha / beta) is 7.02 / 7.02 eV. Its highest occupied orbital energy (alpha / beta) is 1.9 / 1.9 eV. Its SMILES is O=c1cccc([O-])n1[O-].

=====

[3]
This record from the Open Molecules 2025 dataset describes 8 unconnected molecules or ions with the total composition C51H145N22O8P7 in a non-equilibrium geometry. The level of theory is the ωB97M-V functional and the def2-TZVPD basis.

CARTESIAN COORDINATES (ANGSTROEM)
C  -2.5590  -7.3896  -3.2753
N  0.0663  6.5409  2.4290
H  6.4736  -0.5572  5.9237
H  7.1311  0.1023  4.3619
H  -0.7987  -1.4476  2.1815
H  2.8164  -0.9641  1.9952
H  4.0253  8.0533  -3.3011
C  3.9990  3.9068  -3.1250
C  3.3323  3.0235  5.7589
H  3.0582  4.8025  -0.0281
H  -7.4417  -6.4655  -1.8120
C  5.5897  -5.9185  -0.6180
C  -6.1890  3.6670  -6.6439
H  -1.4259  0.1705  1.9102
C  6.2018  -4.3669  1.1631
H  -0.7838  1.6405  -6.2955
H  1.1395  -0.9225  1.2773
H  -5.5384  -8.0126  0.6663
H  -6.2289  -5.2991  -2.1683
H  -2.9386  2.4398  -4.0048
C  6.3256  0.1430  5.0970
H  5.3865  -0.6568  -1.8955
H  3.4797  2.9634  -3.3014
H  0.3155  3.7204  -3.4793
N  5.1050  -0.1701  4.3671
H  -1.7449  3.0387  -8.2081
C  -1.3302  -0.9180  0.1146
N  5.7332  -2.7323  -2.0336
H  1.3863  6.8793  4.8663
H  -1.4680  -5.6933  -0.0043
H  -0.0373  3.3647  5.2927
H  3.8477  3.9870  5.8583
H  -2.1749  -5.5006  4.2098
C  -2.9993  -8.9614  -1.4776
H  4.5072  -1.5161  -3.2257
H  -3.7983  -6.0174  2.4396
H  5.5266  -3.8622  1.8597
C  1.2022  -1.1133  -2.3200
H  -4.9295  -0.3914  5.3463
H  1.1611  8.7391  -3.0034
H  6.2739  1.1406  5.5245
H  -3.1040  4.5905  -7.1064
C  2.3098  5.9737  -5.0641
C  -1.6399  -3.4435  7.8183
H  -2.0204  0.5226  -6.6911
C  2.2846  -4.1997  -0.7323
H  -4.0678  -4.6959  1.1514
H  -4.0217  4.7979  -8.6303
P  1.9423  5.5994  -2.3292
H  2.5399  0.4101  -0.4409
O  3.2129  0.0700  6.2419
H  -1.8254  -4.3984  2.8837
H  -1.4321  -7.4199  0.2092
H  2.9033  -3.8943  -3.6475
H  -6.5116  2.7232  -6.2046
O  4.4244  -2.2089  0.1812
N  3.4158  -3.8338  -1.5700
H  3.3510  3.2149  -0.6565
C  3.8008  7.6375  -2.3117
H  0.9044  6.3061  6.4257
H  -2.9993  3.1083  2.0925
H  1.5921  5.2174  3.0229
N  1.5438  5.4283  -3.9574
P  4.7780  -3.2456  -0.7965
H  -1.2074  -2.5809  -1.3213
C  4.5634  2.7311  3.6737
H  6.5786  -6.0576  -1.0615
H  -2.6793  -2.5346  -0.4437
C  3.4397  -4.4520  -2.8776
H  -2.9221  -6.4225  -3.6326
H  1.0425  1.5525  4.1856
H  -3.4768  -9.1264  -0.5173
H  3.1096  -5.4975  -2.8357
N  -3.3522  1.7915  -8.5421
H  -3.0589  -8.0777  -3.9674
N  -2.8380  -2.9256  7.1980
C  -0.5651  4.2842  5.5724
C  -0.4683  3.3904  2.4201
C  2.9309  0.0796  2.3045
H  5.3292  2.1450  3.1727
H  -0.1345  0.9746  -3.2194
O  -3.7860  -5.0835  -1.7844
H  2.2396  -3.5359  0.1252
C  -2.9026  3.1027  -4.8757
C  3.6422  4.2669  -0.7767
H  1.3486  -4.1127  -1.2905
P  -4.1124  1.9888  -7.0662
C  -1.5433  -0.8854  1.6294
H  0.2621  4.2476  -5.1075
H  -0.9583  6.4044  0.6057
H  4.4794  -4.5608  -3.1938
H  -1.6879  -1.5933  4.1845
H  -0.8979  2.3930  2.3496
C  0.5174  6.5207  5.4307
H  -6.9134  3.9484  -7.4094
H  -4.5654  5.5595  -7.1229
H  0.9296  -0.1241  4.8800
H  1.6281  6.5748  -5.6829
H  1.4094  1.8069  -0.4706
H  -4.4052  -2.7957  8.6648
O  0.9929  -1.4483  0.4863
H  0.5524  0.0524  3.2319
C  0.6386  -0.0111  -1.3914
N  -3.0182  -7.5718  -1.9144
P  -3.3726  -3.5456  5.7588
H  2.1785  0.5604  1.6643
C  1.4357  8.2103  -2.0777
H  -0.5223  4.5361  6.6261
O  -5.0442  0.9157  -6.7045
H  -1.5916  3.9857  5.3241
H  3.1157  6.6053  -4.7015
H  -0.8535  -1.9526  5.7141
H  -0.0662  3.6378  1.4302
C  -1.7650  0.1852  -2.0859
H  -2.5414  -1.2447  1.8823
H  2.1108  6.8435  2.4070
H  -3.1668  3.6239  3.7441
H  4.7038  4.3205  -0.5198
H  -4.2798  -1.4304  7.5621
N  2.5988  0.2754  3.7026
H  4.9650  3.7173  3.9197
C  5.4349  -1.4439  -2.6467
C  -3.6988  -2.1707  8.1002
N  -4.4288  -2.3938  5.1896
C  -1.7608  1.2880  -5.9525
H  3.2362  2.6192  6.7618
H  -3.5250  4.7794  2.4275
H  -0.5799  -4.8875  4.0363
N  -4.8435  3.4799  -7.1698
H  -1.9532  -0.7853  -2.5468
H  6.1968  -1.1484  -3.3697
H  7.0986  -3.7418  1.1044
H  1.5574  8.9165  -1.2532
N  2.4168  7.1871  -2.2121
C  -4.1191  -5.7569  1.4374
H  3.7167  2.8801  2.9834
O  -3.8747  -4.9284  5.7839
H  -1.8095  -4.3248  8.4497
H  -2.0272  2.6015  -9.9276
O  -2.2701  6.6315  3.6547
P  -3.9139  -6.4051  -1.1466
N  -3.3802  -6.5105  0.4251
C  -2.1616  0.0881  -0.6161
H  2.3247  1.2831  -1.8997
H  -3.4472  -9.6246  -2.2252
H  -7.0795  -8.0312  -0.2116
C  1.7739  0.9367  -1.0178
H  0.2557  7.6642  0.6436
H  1.7031  3.3583  -4.4390
H  6.9132  -3.2724  -3.6671
H  -3.2222  -0.2021  -0.6007
P  -1.0572  5.8443  3.4310
H  -5.8737  -3.5446  4.1979
C  6.8633  -3.4695  -2.5929
N  -1.9800  -3.5117  4.8314
C  -5.9971  -8.0346  -0.3219
H  4.7949  -6.0863  -1.3438
H  3.8872  0.4951  2.0044
H  2.3488  -5.2568  -0.4317
H  0.4501  -1.8707  -2.5426
C  -0.4008  0.8166  -2.1541
N  -5.5038  -6.8697  -1.0485
H  2.0198  -1.5829  -1.7738
H  4.4582  6.8549  -1.9533
H  3.9260  8.5161  -1.6677
C  -2.8712  3.9744  2.7450
H  4.0842  4.4597  -4.0601
H  -1.7747  0.8906  -4.9413
H  -3.6332  0.9152  -10.4584
C  -1.9314  -6.5160  0.5595
H  0.3425  3.4076  3.1480
H  -5.7398  -8.9505  -0.8646
N  0.0772  -0.5721  -0.1589
H  -2.0884  3.8232  -4.7856
H  -6.1623  4.3811  -5.8132
H  4.3094  -1.7374  3.1638
C  -1.6336  -4.5899  3.9483
H  -4.4374  -3.3845  3.2819
C  -0.5081  7.1775  1.2465
H  2.6721  5.2402  -5.7915
H  -1.9437  -9.2549  -1.4128
C  -4.0301  -0.9859  5.1477
H  -0.9763  -3.8828  7.0676
H  2.3694  3.2885  5.2946
C  1.4037  6.0086  2.3084
H  -5.4964  -1.9875  3.3904
H  -3.6222  -0.6910  4.1779
C  1.1776  0.4882  4.0097
C  -4.1001  4.6697  -7.5478
H  6.4803  -5.3036  1.6416
H  -0.1311  7.4014  5.5185
H  0.4481  7.7754  -1.8642
N  5.4907  -4.5626  -0.1020
C  -1.1096  -2.3374  4.7251
H  -0.1964  -2.6013  4.1965
H  -2.5568  0.8141  -2.5115
H  -1.1019  -2.6448  8.3265
H  -3.0866  -1.7277  8.8876
N  4.1174  2.1380  4.9200
H  7.7850  -3.0144  -2.2107
H  -6.2681  -6.8967  -3.0537
H  5.4274  -6.6523  0.1706
H  -1.4732  -7.4188  -3.3790
H  -3.3367  -0.6844  5.9287
H  -5.1899  -5.9443  1.3272
H  -1.3259  1.3946  -8.8850
H  4.9536  -2.2979  4.6337
H  -1.3120  7.8391  1.5591
H  -3.8054  -0.2480  -9.0852
H  -2.2215  1.0333  -0.0659
C  -5.0929  -2.8181  3.9633
N  -1.4733  4.3987  2.7200
C  5.1191  -1.5296  3.8613
H  1.6213  5.6353  1.2986
H  -5.0204  0.8946  -9.4567
C  -2.0179  2.2457  -8.8941
C  -6.3924  -6.3731  -2.1015
C  -1.6016  -2.3748  -0.3214
H  1.4981  -0.6511  -3.2615
H  -3.8515  3.6387  -4.7933
H  -0.3852  1.9092  -2.0325
P  3.6941  0.5069  4.9207
H  -1.2011  -3.1799  0.2929
N  -0.1561  5.4248  4.7599
H  6.0733  -1.7210  3.3707
H  6.8117  -4.5330  -2.4037
H  5.0255  3.7606  -2.7880
H  -1.6643  -6.3998  1.6107
C  0.9503  4.1343  -4.2641
N  -2.8025  2.3162  -6.0936
C  -3.9292  0.7887  -9.4163
N  3.3279  4.7153  -2.1184
O  0.8002  5.2236  -1.4814

As for the charge: 0. The LUMO energy is 0.36 eV. Its highest occupied orbital energy is -7.9 eV. Its SMILES is CN(C)P(=O)(N(C)C)N(C)C.CN(C)P(=O)(N(C)C)N(C)C.CN(C)P(=O)(N(C)C)N(C)C.CN(C)P(=O)(N(C)C)N(C)C.CN(C)P(=O)(N(C)C)N(C)C.CN(C)P(=O)(N(C)C)N(C)C.CN(C)P(=O)(N(C)C)N(C)C.CC1(C)CCCC(C)(C)N1O.

=====

[4]
This record from the Open Molecules 2025 dataset describes 11 unconnected molecules or ions with the total composition C13H48N4O11 in a non-equilibrium geometry. The level of theory is the ωB97M-V functional and the def2-TZVPD basis.

CARTESIAN COORDINATES (ANGSTROEM)
H  -8.3600  -24.7980  -5.7780
H  -14.7830  -26.5310  -10.9270
N  -13.0870  -28.5020  -9.2980
H  -6.2490  -32.5620  -5.2840
H  -12.8070  -25.2110  -6.1590
N  -9.6480  -26.2310  -10.0670
H  -13.8290  -29.0520  -6.1030
N  -8.5740  -27.8790  -9.4010
H  -7.6080  -31.4790  -5.9630
H  -15.0170  -28.5610  -7.3210
H  -6.3950  -29.7280  -5.1830
O  -10.9570  -29.5480  -1.8860
H  -8.1050  -29.8770  -2.9510
C  -14.1130  -28.0310  -9.8980
H  -9.8760  -31.0260  -4.0810
O  -12.8200  -26.0780  -2.2420
C  -8.1820  -30.6360  -8.4190
H  -7.9130  -28.6150  -4.1360
C  -9.3830  -25.0770  -5.8860
O  -15.2490  -28.7740  -10.1690
N  -13.9990  -26.7550  -10.2270
C  -10.4240  -30.9570  -5.0140
H  -14.9580  -26.7650  -5.9510
H  -13.1100  -27.5920  -3.6310
C  -10.6450  -29.5150  -5.4600
H  -10.0230  -31.2730  -1.3180
C  -10.6740  -30.5360  -0.8740
H  -14.0940  -26.3130  -8.4620
C  -14.8560  -28.7380  -6.2450
H  -9.0130  -25.9760  -10.7990
H  -7.4220  -30.3420  -9.1920
H  -10.0810  -30.6570  -8.1470
H  -12.2320  -27.9680  -9.1600
H  -12.8130  -26.9240  -6.4760
H  -9.8540  -31.5970  -5.7120
H  -10.1050  -29.1400  -2.0650
H  -9.3040  -26.9140  -4.8300
O  -9.8410  -24.5810  -7.1010
H  -9.9360  -24.5730  -5.0650
C  -6.9020  -31.6460  -5.1510
H  -15.4640  -29.5900  -5.9430
O  -15.0790  -27.5840  -5.4660
H  -12.1010  -25.9190  -7.6990
H  -10.5610  -25.7990  -10.1460
C  -9.5410  -26.5600  -5.8080
H  -10.3260  -30.1200  0.0420
H  -10.9670  -28.8940  -7.3280
O  -10.6430  -27.6460  -8.4900
H  -7.5720  -31.7500  -4.3090
H  -7.8890  -27.8050  -10.1360
H  -9.6560  -29.0880  -5.4900
O  -8.9340  -28.0850  -2.3830
C  -7.9490  -28.7990  -3.1000
H  -13.1950  -26.7280  -1.6350
H  -8.0380  -31.6670  -8.1350
O  -14.1720  -25.8650  -7.5870
O  -6.0220  -30.5730  -5.0430
H  -7.8530  -30.0630  -7.6100
H  -11.3410  -31.4890  -4.8090
C  -12.9320  -25.9610  -6.9740
H  -13.0990  -26.2900  -10.4340
H  -6.9840  -28.4510  -2.7850
C  -12.3820  -26.7650  -3.4290
H  -8.7590  -28.8570  -9.0490
C  -9.6680  -27.2570  -9.3440
H  -12.3740  -26.1690  -4.3670
O  -9.5100  -30.4000  -8.9070
H  -9.1230  -24.6160  -7.7160
O  -11.1930  -29.6620  -6.7730
H  -8.9440  -27.0940  -6.5910
H  -11.2320  -28.8630  -4.8440
H  -8.6500  -27.1870  -2.3160
H  -11.4240  -27.1640  -3.3890
H  -13.0590  -29.4170  -8.9360
H  -11.5990  -31.1470  -0.8020
H  -10.6460  -26.8680  -5.8740

As for the charge: 0. The LUMO energy is -0.36 eV. Its highest occupied orbital energy is -9.0 eV. Its SMILES is NC(N)=O.NC(N)=O.CCO.CCO.CO.CO.CO.CO.CO.CO.CO. As for the energy above the lowest of the compared OMol25 structures with the same formula, charge and spin: 125.7 kJ/mol.